Entry 1:
# C38H98N2O12

12 unconnected molecules or ions with the total composition C38H98N2O12 at a distorted geometry (ωB97M-V/def2-TZVPD, the OMol25 dataset).

Geometry as XYZ:
```
150
Properties=species:S:1:pos:R:3:lowdin_charge:R:1
C 3.97516 -3.51692 0.62155 -0.028
C 2.59923 -2.89444 1.02706 -0.453
C 2.00782 -1.93622 -0.08006 0.011
C 1.64761 -4.07736 1.30456 -0.143
C 0.49105 -3.61313 2.10310 -0.199
C 0.96525 -2.98715 3.38870 -0.144
C 1.82753 -1.73221 3.24181 -0.502
C 1.03664 -0.46839 2.87869 -0.005
C 2.55554 -1.56688 4.55956 -0.035
N 2.89327 -2.23977 2.31592 -0.098
O 3.86737 -1.24004 2.28960 -0.052
H 3.84690 -4.22745 -0.24102 0.093
H 4.74237 -2.71719 0.27985 0.102
H 4.41197 -4.01700 1.42552 0.054
H 1.78611 -2.60124 -0.94207 0.083
H 1.16125 -1.37570 0.23760 0.041
H 2.82949 -1.24136 -0.30875 0.071
H 1.37363 -4.53383 0.36987 0.111
H 2.10704 -4.85912 1.83192 0.106
H -0.22788 -2.95243 1.61481 0.105
H -0.07465 -4.45070 2.42581 0.101
H 1.53103 -3.73723 3.93238 0.115
H 0.00506 -2.71058 3.96477 0.147
H 0.33254 -0.55346 2.04227 0.072
H 1.82622 0.29536 2.68189 0.065
H 0.41114 -0.19293 3.79268 0.083
H 1.85098 -1.26257 5.34340 0.092
H 3.28353 -0.82109 4.42304 0.053
H 3.09657 -2.47975 4.80787 0.095
H 3.65663 -0.54225 1.65171 0.039
C 5.01316 1.55968 -1.71910 -0.037
C 5.08003 2.05607 -0.23237 -0.488
C 6.01703 1.04706 0.42290 -0.024
C 5.62861 3.47559 -0.32314 -0.142
C 5.54581 4.34844 0.96040 -0.183
C 4.08848 4.38608 1.29592 -0.161
C 3.54537 2.96846 1.59334 -0.530
C 4.19814 2.42371 2.79813 -0.009
C 2.02727 3.15138 1.73311 -0.006
N 3.70480 2.20246 0.37125 -0.034
O 3.10940 0.93400 0.62139 -0.076
H 5.93800 1.70966 -2.21181 0.060
H 4.95296 0.44518 -1.76649 0.081
H 4.16216 2.03861 -2.23063 0.088
H 6.46400 1.61143 1.30659 0.090
H 5.39217 0.25227 0.83629 0.067
H 6.79886 0.65091 -0.24710 0.093
H 6.66498 3.43690 -0.79454 0.143
H 5.00754 4.03380 -1.00862 0.107
H 6.24938 4.16359 1.82592 0.126
H 5.85876 5.36166 0.63204 0.111
H 3.53764 4.84327 0.44703 0.133
H 3.79530 4.98354 2.14245 0.112
H 3.73507 1.51190 3.10469 0.066
H 4.05195 3.17291 3.56009 0.097
H 5.24850 2.13532 2.74660 0.079
H 1.73686 3.85222 2.45083 0.073
H 1.65073 2.18401 2.03987 0.050
H 1.61920 3.32115 0.73754 0.072
H 2.39837 0.74087 0.03938 0.023
C -2.76808 2.13238 -3.44819 -0.083
C -2.56544 0.86100 -4.24168 -0.321
O -1.34424 0.24885 -3.97163 -0.100
H -3.73710 2.63713 -3.72833 0.091
H -1.96595 2.88194 -3.67558 0.079
H -2.74383 2.07703 -2.33816 0.060
H -2.67352 1.06556 -5.31612 0.113
H -3.34301 0.19330 -3.97601 0.097
H -0.51090 0.76006 -4.11943 0.075
C 3.13981 -1.47234 -4.34354 -0.073
C 2.31943 -0.35963 -4.89301 -0.303
O 1.64166 0.39981 -3.87606 -0.130
H 2.46032 -2.10904 -3.71663 0.079
H 3.90764 -1.04125 -3.70912 0.062
H 3.68486 -2.04280 -5.15163 0.102
H 1.55260 -0.66330 -5.61104 0.119
H 2.93872 0.33625 -5.43408 0.098
H 1.77993 0.25400 -2.91564 0.079
C -9.03698 -0.01615 -0.83871 -0.098
C -9.62579 -0.52902 0.46825 -0.303
O -11.00022 -0.03056 0.59490 -0.088
H -8.77926 1.06786 -0.83901 0.086
H -9.87861 -0.18441 -1.52273 0.077
H -8.24484 -0.68827 -1.10514 0.060
H -8.97576 -0.25926 1.30999 0.100
H -9.67786 -1.62595 0.37194 0.108
H -11.35449 -0.32037 1.42268 0.057
C -5.45209 1.51920 1.54413 -0.075
C -4.19903 1.39875 2.30485 -0.332
O -3.02238 1.51052 1.56649 -0.070
H -5.57887 2.38115 0.89499 0.082
H -6.26090 1.58516 2.25869 0.075
H -5.77380 0.70518 0.90876 0.067
H -4.12678 0.53823 2.89799 0.073
H -4.06467 2.25314 2.98284 0.128
H -2.88701 0.65342 1.19868 0.014
C 0.48878 -4.42272 -3.56705 -0.069
C -0.48367 -5.57976 -3.18715 -0.315
O 0.23306 -6.46357 -2.36712 -0.092
H 0.85791 -3.99884 -2.62230 0.053
H -0.05325 -3.59106 -4.10227 0.089
H 1.27773 -4.75506 -4.19610 0.054
H -0.89611 -6.11263 -3.99572 0.091
H -1.23107 -5.16034 -2.52629 0.097
H -0.39719 -7.10921 -2.00665 0.092
C -5.50771 -2.44889 3.43643 -0.091
C -4.05433 -2.55257 3.83757 -0.300
O -3.13336 -1.68341 3.16582 -0.110
H -6.03596 -3.02589 4.17292 0.067
H -5.73281 -2.82005 2.45087 0.064
H -5.88627 -1.42941 3.48544 0.068
H -3.66240 -3.55776 3.52569 0.125
H -4.05713 -2.39237 4.90956 0.111
H -2.88966 -1.03381 3.83809 0.038
C -0.22708 2.12432 4.97019 -0.081
C -1.64643 1.66660 5.07408 -0.304
O -1.91946 0.62169 4.18100 -0.113
H -0.10456 3.19802 5.14823 0.081
H 0.11648 2.02527 3.94930 0.046
H 0.50196 1.56199 5.55634 0.081
H -2.37121 2.47063 4.95844 0.108
H -1.86116 1.27308 6.08438 0.124
H -1.96479 0.91275 3.25656 0.064
C -0.31760 2.65463 -7.36716 -0.069
C 0.95939 2.91583 -6.49930 -0.283
O 0.60809 2.78602 -5.10219 -0.104
H -0.17129 3.11002 -8.32799 0.054
H -1.13645 3.15970 -6.75600 0.095
H -0.47556 1.59034 -7.45798 0.058
H 1.37118 3.88852 -6.77248 0.100
H 1.77625 2.22371 -6.71742 0.098
H 1.22816 2.13377 -4.76691 0.026
C -0.74554 2.21262 -0.34757 -0.068
C 0.45055 2.25452 -1.32344 -0.201
O 1.11239 0.93888 -1.18074 -0.154
H -1.11733 3.22028 -0.29152 0.086
H -0.55087 1.82482 0.66726 0.083
H -1.48522 1.59182 -0.77782 0.016
H 1.21118 3.03402 -1.29891 0.108
H 0.09030 2.29449 -2.36316 0.088
H 0.28504 0.38864 -1.11211 0.063
C -2.76809 -2.37859 -0.44219 -0.055
C -2.32177 -0.90128 -0.47547 -0.334
O -1.18230 -0.78441 -1.24327 -0.111
H -1.86832 -2.98497 -0.48286 0.063
H -3.42226 -2.61084 -1.28698 0.069
H -3.33377 -2.55829 0.52822 0.083
H -1.86968 -0.70445 0.57960 0.128
H -3.13961 -0.22083 -0.67429 0.111
H -1.41767 -0.66265 -2.20729 0.102
```

Output
energy relative to the best compared isomer or geometry (same formula, charge and spin) = 2.114 eV
LUMO energy = 0.43 eV
highest occupied orbital energy = -7.702 eV
SMILES = CC1(C)CCCC(C)(C)N1O.CC1(C)CCCC(C)(C)N1O.CCO.CCO.CCO.CCO.CCO.CCO.CCO.CCO.CCO.CCO
2S+1 = 1

---

Entry 2:
# C34H64As4N2O4PReSi2

A molecular structure, C34H64As4N2O4PReSi2 at a distorted geometry (ωB97M-V/def2-TZVPD, the OMol25 dataset).

Geometry as XYZ:
```
112
Properties=species:S:1:pos:R:3:mulliken_spin:R:1
Re -0.35906 -0.42031 0.87166 0.908
O 4.27263 -3.17120 1.02214 0.000
C 3.86140 -3.39085 -0.23831 0.000
C 4.75356 -4.01530 -1.10960 0.000
C 4.38125 -4.28982 -2.41047 0.001
C 3.11426 -3.94430 -2.87801 0.001
C 2.24217 -3.29233 -2.03169 0.003
C 2.59999 -2.99531 -0.71516 0.009
C 1.65404 -2.27153 0.14359 -0.001
O 0.79519 -1.46382 -0.42566 0.018
N 1.68383 -2.47994 1.43116 -0.007
N 0.72510 -1.72643 2.08799 0.005
C 0.62588 -1.84331 3.36006 -0.020
C -0.39723 -1.16473 4.14823 0.040
C -0.29031 -1.22944 5.54145 -0.005
C -1.26426 -0.70701 6.36914 -0.002
C -2.40175 -0.13926 5.80665 0.000
C -2.54182 -0.07700 4.42992 -0.002
C -1.54158 -0.55610 3.58923 0.030
O -1.74524 -0.42538 2.26228 0.018
H 3.49629 -2.91872 1.56027 0.000
H 5.72658 -4.29607 -0.72938 0.000
H 5.07978 -4.79233 -3.06695 0.000
H 2.82080 -4.18039 -3.89181 0.000
H 1.25973 -2.99314 -2.37589 0.001
H 1.32115 -2.50743 3.86684 -0.003
H 0.58318 -1.70740 5.96969 0.000
H -1.15206 -0.75942 7.44309 0.000
H -3.18640 0.25024 6.44180 0.000
H -3.42953 0.34563 3.97765 0.000
C -2.56112 -3.39273 1.55900 -0.004
As -2.10088 -2.18532 0.10987 0.013
C -1.78188 -3.45039 -1.33298 -0.003
C -3.85659 -1.38152 -0.18662 -0.001
C -4.11262 -0.39185 -1.34217 -0.006
C -5.59279 0.00648 -1.21256 0.001
C -3.30040 0.91312 -1.21240 0.013
As -1.34611 0.88543 -1.06065 -0.020
C -0.61948 0.20488 -2.72490 -0.007
C -0.91721 2.76441 -1.28433 0.021
C -3.87301 -1.09730 -2.69000 -0.001
As -4.83325 -0.42065 -4.30080 0.000
C -3.61310 0.98134 -4.95233 0.000
C -4.14902 -1.83442 -5.47706 0.000
H -3.33416 -4.09275 1.24446 -0.001
H -2.91778 -2.80635 2.40318 -0.001
H -1.67066 -3.94613 1.85530 0.000
H -2.69984 -3.97648 -1.59066 0.000
H -1.04035 -4.17041 -0.98665 0.000
H -1.39729 -2.94298 -2.21459 0.000
H -4.07426 -0.90403 0.77388 -0.002
H -4.55469 -2.21639 -0.29475 0.000
H -5.80764 0.35074 -0.19905 0.000
H -6.24369 -0.84208 -1.43246 0.000
H -5.85250 0.80803 -1.90523 0.000
H -3.61910 1.43014 -0.30177 -0.007
H -3.54168 1.57465 -2.04623 0.002
H -1.26929 0.45013 -3.55800 0.005
H -0.45004 -0.86792 -2.66001 -0.002
H 0.34733 0.69402 -2.83302 -0.002
H -1.14182 3.06844 -2.30663 0.000
H 0.14818 2.87232 -1.08224 -0.008
H -1.48921 3.37748 -0.59162 0.000
H -4.26381 -2.11732 -2.61170 0.000
H -2.80959 -1.19244 -2.91336 0.000
H -3.56860 1.82477 -4.26441 0.000
H -4.01628 1.34795 -5.89618 0.000
H -2.61081 0.59720 -5.13617 0.000
H -4.66045 -2.77231 -5.26504 0.000
H -3.07407 -1.96905 -5.34709 0.000
H -4.34959 -1.56329 -6.51271 0.000
C 4.94115 0.14344 -1.53692 0.000
P 3.41928 0.82300 -2.22346 0.004
C 3.89710 2.40264 -2.96764 0.000
C 3.01373 -0.23485 -3.62913 -0.001
O 2.31759 0.95842 -1.22063 0.015
H 5.72091 0.09193 -2.29805 0.000
H 4.75594 -0.86013 -1.14876 0.000
H 5.28092 0.78072 -0.71992 0.000
H 4.44734 2.25268 -3.89709 0.000
H 4.51704 2.97384 -2.27670 0.000
H 2.99300 2.97489 -3.17850 0.000
H 3.90093 -0.44309 -4.22834 0.000
H 2.27193 0.25575 -4.26119 0.000
H 2.60713 -1.17496 -3.25733 0.001
C 0.11029 4.88686 1.86608 0.002
Si -0.55924 3.31696 2.64856 0.006
C -2.36006 3.03334 2.19317 0.000
C -0.39709 3.39573 4.51274 -0.004
As 0.72537 1.44106 1.99573 -0.014
Si 3.02195 1.99377 2.13550 0.000
C 3.91596 0.35442 2.03353 0.003
C 3.33488 2.80308 3.80000 0.000
C 3.44953 3.20894 0.77665 -0.003
H -0.33537 5.75687 2.35582 0.000
H -0.11506 4.94997 0.80033 0.000
H 1.19125 4.96578 1.99028 0.000
H -2.93583 3.94909 2.34832 0.000
H -2.78991 2.25344 2.82173 0.002
H -2.48767 2.72859 1.15509 0.005
H -1.00148 4.21839 4.90489 -0.001
H 0.63567 3.56067 4.82367 0.000
H -0.74676 2.46780 4.97187 0.001
H 3.73725 -0.21352 2.94971 0.000
H 4.99576 0.48613 1.93076 0.000
H 3.55617 -0.23482 1.18726 -0.002
H 2.90951 2.21606 4.61597 0.000
H 2.92143 3.81262 3.85015 0.000
H 4.41148 2.88366 3.97495 0.000
H 3.02172 2.89338 -0.17241 0.000
H 4.53946 3.25989 0.68521 -0.001
H 3.09836 4.21253 1.01891 0.000
```

Output
energy relative to the best compared isomer or geometry (same formula, charge and spin) = 0.000 eV
LUMO energy (alpha / beta) = -3.75 / -3.55 eV
⟨S²⟩ = 0.79
total charge = +1
highest occupied orbital energy (alpha / beta) = -9.395 / -9.474 eV
2S+1 = 2